# 1
Below is a cluster of 12 separate species, C34H52O32S2 in total at a distorted geometry, with properties calculated with ωB97M-V/def2-TZVPD.

Geometry (Å):
C -2.994 2.150 -6.832
C -3.441 2.439 -8.251
O -3.772 3.783 -8.137
C -3.206 4.323 -7.058
O -3.180 5.529 -6.697
O -2.706 3.402 -6.293
H -2.205 1.400 -6.782
H -3.738 1.702 -6.174
H -4.237 1.769 -8.574
H -2.640 2.297 -8.976
C 4.811 3.184 -8.186
C 3.433 2.624 -7.886
O 3.329 2.973 -6.539
C 4.315 3.907 -6.165
O 4.379 4.455 -5.072
O 5.200 4.001 -7.095
H 4.690 3.747 -9.112
H 5.469 2.322 -8.289
H 3.514 1.540 -7.965
H 2.525 2.985 -8.369
C -6.227 -8.560 5.854
C -4.738 -8.247 5.502
O -4.744 -7.736 4.208
C -5.982 -7.509 3.764
O -6.234 -7.081 2.655
O -6.824 -7.883 4.699
H -6.621 -8.146 6.782
H -6.263 -9.645 5.751
H -4.147 -9.148 5.337
H -4.188 -7.622 6.205
C -5.781 -1.325 6.173
C -4.889 -0.629 7.220
O -5.635 -0.828 8.399
C -6.869 -1.369 8.066
O -7.730 -1.630 8.855
O -6.991 -1.608 6.856
H -5.368 -2.301 5.920
H -6.075 -0.691 5.337
H -4.717 0.437 7.072
H -3.877 -1.031 7.178
C 4.314 -6.223 -4.772
C 3.960 -5.947 -3.329
O 3.319 -4.685 -3.381
C 2.942 -4.398 -4.640
O 2.353 -3.378 -4.966
O 3.378 -5.332 -5.454
H 4.202 -7.295 -4.935
H 5.325 -6.026 -5.129
H 4.807 -5.938 -2.642
H 3.260 -6.702 -2.973
C -2.486 5.972 6.283
C -1.455 4.885 6.414
O -1.474 4.482 7.749
C -2.245 5.452 8.431
O -2.264 5.453 9.655
O -2.787 6.316 7.651
H -3.428 5.556 5.925
H -2.254 6.807 5.623
H -0.456 5.215 6.130
H -1.719 3.980 5.868
C -1.438 8.498 -1.154
C -0.023 9.085 -1.533
O 0.009 10.398 -1.030
C -0.890 10.504 -0.049
O -1.101 11.433 0.713
O -1.581 9.282 0.001
H -1.484 7.440 -0.896
H -2.298 8.765 -1.768
H 0.145 9.065 -2.609
H 0.791 8.598 -0.995
C 1.700 -4.151 3.208
C 1.303 -4.834 4.513
O 1.232 -6.142 4.099
C 1.236 -6.313 2.766
O 0.871 -7.284 2.121
O 1.389 -5.110 2.281
H 2.775 -4.000 3.121
H 1.283 -3.155 3.064
H 0.432 -4.406 5.009
H 2.202 -4.751 5.124
C -2.743 -9.235 -4.312
C -4.002 -8.487 -3.866
O -4.840 -8.687 -4.980
C -4.499 -9.895 -5.497
O -5.160 -10.456 -6.344
O -3.315 -10.259 -5.097
H -2.342 -9.636 -3.381
H -2.023 -8.651 -4.885
H -3.837 -7.429 -3.663
H -4.432 -9.010 -3.012
C 5.576 9.526 3.391
C 6.382 8.881 2.298
O 6.004 7.552 2.373
C 4.697 7.556 2.777
O 3.880 6.684 2.621
O 4.405 8.766 3.238
H 5.244 10.521 3.096
H 5.930 9.463 4.420
H 7.461 8.966 2.425
H 6.081 9.267 1.324
C -2.630 -1.521 -1.055
S -2.440 0.261 -0.554
O -2.336 0.326 1.008
C -0.666 0.458 -0.900
H -2.481 -1.695 -2.121
H -3.649 -1.762 -0.755
H -1.955 -2.151 -0.476
H -0.272 1.454 -0.701
H -0.479 0.239 -1.951
H -0.097 -0.278 -0.332
C 9.173 -0.354 0.177
S 8.078 0.085 -1.329
O 7.747 -1.235 -1.900
C 6.659 0.641 -0.262
H 8.832 -1.223 0.739
H 9.289 0.543 0.786
H 10.153 -0.712 -0.137
H 6.408 0.021 0.599
H 5.733 0.783 -0.820
H 6.976 1.583 0.184

Maximum force   0.1152 Eh/bohr
E   -4530.627100 Ha
E_HOMO   -9.3 eV
HOMO-LUMO gap   9.1477 eV
Spin multiplicity   1


# 2
Below is a structure of composition C34H53BrCeN2P2 at a distorted geometry, with properties calculated with ωB97M-V/def2-TZVPD.

Geometry (Å):
N 5.323 -0.042 3.246
C 4.643 -1.180 3.080
C 4.420 -1.729 1.813
C 4.880 -1.028 0.690
C 5.572 0.180 0.881
C 5.817 0.595 2.201
C 4.445 -1.450 -0.617
Ce -0.027 -0.279 -1.680
P -2.939 0.561 -1.567
C 4.288 -0.597 -1.678
C 3.113 -0.696 -2.520
C 2.572 0.469 -3.139
C 1.335 0.413 -3.817
C 0.700 -0.833 -3.959
C 1.182 -1.980 -3.305
C 2.329 -1.884 -2.504
Br -1.116 -0.893 -4.897
H 4.079 -2.460 -0.709
H 4.938 0.277 -1.804
H 3.787 -2.611 1.694
H 5.835 0.829 0.054
H 4.268 -1.670 3.969
H 6.423 1.481 2.376
H 3.115 1.417 -3.134
H 2.575 -2.744 -1.877
H 0.867 1.278 -4.271
H 0.636 -2.920 -3.359
P 0.533 1.803 0.359
C -3.188 -1.222 -2.008
C -4.185 -1.588 -3.109
H -3.509 -1.681 -1.059
H -2.198 -1.654 -2.254
H -4.230 -2.681 -3.149
H -5.201 -1.249 -2.898
H -3.876 -1.248 -4.102
C -2.820 1.530 -3.134
C -4.161 1.778 -3.816
H -2.189 0.974 -3.849
H -2.269 2.459 -2.909
H -3.964 2.287 -4.773
H -4.659 0.813 -4.027
H -4.814 2.427 -3.213
C -4.558 0.972 -0.802
C -5.840 0.265 -1.229
H -4.674 2.053 -0.951
H -4.390 0.824 0.274
H -6.669 0.661 -0.631
H -6.095 0.471 -2.274
H -5.820 -0.816 -1.058
C -0.497 2.318 1.816
C -1.995 2.079 1.660
H -0.287 3.373 2.061
H -0.134 1.746 2.681
H -2.528 2.313 2.596
H -2.416 2.708 0.869
H -2.223 1.031 1.402
C 0.035 3.093 -0.904
C 0.988 3.313 -2.062
H -0.103 4.019 -0.333
H -0.965 2.797 -1.263
H 0.903 4.336 -2.433
H 2.029 3.135 -1.788
H 0.764 2.660 -2.906
C 2.252 2.298 0.824
C 2.643 2.098 2.288
H 2.429 3.346 0.510
H 2.912 1.670 0.189
H 3.669 2.452 2.452
H 1.993 2.639 2.976
H 2.641 1.037 2.555
C -1.378 -2.101 4.218
N -0.964 -0.798 3.644
C -1.101 0.238 4.725
C 0.424 -0.826 2.993
C 0.481 -1.871 1.926
C 0.872 -3.158 2.321
C 0.779 -4.231 1.427
C 0.299 -4.004 0.135
C -0.121 -2.705 -0.260
C 0.108 -1.618 0.588
H -0.696 -2.331 5.039
H -1.351 -2.857 3.446
H -2.398 -1.988 4.589
H -1.590 -0.551 2.855
H -0.507 -0.097 5.585
H -0.761 1.227 4.394
H -2.164 0.312 5.001
H 0.585 0.161 2.560
H 1.139 -0.964 3.816
H 1.282 -3.317 3.330
H 1.050 -5.229 1.769
H 0.264 -4.818 -0.592
H -0.645 -2.613 -1.254

Maximum force   0.0868 Eh/bohr
Net charge   +4
E   -5167.082520 Ha
E_HOMO (alpha / beta)   -18.9 / -18.9 eV
HOMO-LUMO gap (alpha / beta)   5.0562 / 5.0706 eV
Spin multiplicity   1


# 3
Below is a structure of composition C34H54F6N2O2PTi, with properties calculated with ωB97M-V/def2-TZVPD.

Geometry (Å):
Ti 0.483 0.241 -0.185
C -1.403 2.263 1.495
N -1.363 1.608 0.182
C -1.356 2.644 -0.864
C -2.542 0.738 0.012
C -2.333 -0.652 0.603
N -1.171 -1.316 -0.017
C -1.527 -1.783 -1.387
C -0.365 -2.032 -2.302
C -0.089 -3.303 -2.781
C 0.878 -3.507 -3.756
C 1.485 -2.369 -4.285
C 1.228 -1.070 -3.851
C 0.340 -0.907 -2.769
O 0.103 0.263 -2.172
C 1.846 0.143 -4.552
C 2.698 -0.262 -5.758
C 0.718 1.052 -5.066
C 2.746 0.929 -3.595
C 1.206 -4.924 -4.225
C 1.684 -5.756 -3.028
C -0.048 -5.576 -4.824
C 2.307 -4.941 -5.286
C -0.718 -2.494 0.732
C -0.285 -2.328 2.170
C -0.372 -3.419 2.979
C 0.119 -3.413 4.303
C 0.691 -2.236 4.793
C 0.791 -1.072 4.061
C 0.280 -1.092 2.695
O 0.292 -0.069 1.976
C 1.474 0.130 4.720
C 2.936 -0.263 5.004
C 0.761 0.435 6.050
C 1.494 1.428 3.908
C 0.018 -4.683 5.132
C 0.587 -4.512 6.540
C 0.801 -5.800 4.422
C -1.460 -5.089 5.250
H -2.239 2.972 1.547
H -1.514 1.523 2.284
H -0.469 2.797 1.665
H -2.278 3.239 -0.839
H -0.510 3.311 -0.698
H -1.239 2.172 -1.837
H -3.429 1.199 0.468
H -2.738 0.661 -1.056
H -2.163 -0.582 1.677
H -3.244 -1.250 0.457
H -2.139 -2.691 -1.298
H -2.147 -1.011 -1.838
H -0.657 -4.141 -2.386
H 2.198 -2.500 -5.084
H 2.120 -0.820 -6.499
H 3.077 0.641 -6.241
H 3.561 -0.863 -5.465
H 0.094 0.519 -5.787
H 0.090 1.392 -4.245
H 1.145 1.925 -5.566
H 3.555 0.301 -3.221
H 3.188 1.781 -4.117
H 2.187 1.303 -2.741
H 0.916 -5.819 -2.254
H 1.927 -6.775 -3.342
H 2.575 -5.311 -2.582
H -0.858 -5.629 -4.095
H -0.406 -5.004 -5.682
H 0.173 -6.594 -5.156
H 3.233 -4.502 -4.910
H 2.519 -5.973 -5.573
H 2.010 -4.400 -6.186
H -1.508 -3.260 0.720
H 0.123 -2.909 0.165
H -0.812 -4.327 2.583
H 1.083 -2.239 5.798
H 3.004 -1.137 5.653
H 3.464 -0.476 4.074
H 3.440 0.568 5.502
H 0.796 -0.400 6.749
H 1.247 1.287 6.528
H -0.286 0.694 5.880
H 2.037 1.326 2.973
H 0.488 1.785 3.689
H 1.995 2.187 4.513
H 1.648 -4.259 6.521
H 0.055 -3.743 7.102
H 0.482 -5.451 7.085
H 1.853 -5.530 4.315
H 0.741 -6.719 5.008
H 0.403 -6.010 3.429
H -2.039 -4.308 5.747
H -1.911 -5.279 4.276
H -1.543 -6.003 5.840
F 2.293 1.251 0.450
P 3.588 0.115 0.378
F 4.419 1.045 1.361
F 4.699 -1.002 0.260
F 2.923 -0.634 1.646
F 4.128 0.888 -0.894
F 2.540 -0.751 -0.587

Maximum force   0.0034 Eh/bohr
E   -3378.279454 Ha
<S²>   3.785
Energy relative to the best compared isomer or geometry (same formula, charge and spin)   0.0 kcal per mole
E_HOMO (alpha / beta)   -6.1 / -7.3 eV
HOMO-LUMO gap (alpha / beta)   6.2777 / 4.7729 eV
Spin multiplicity   4